*1*
{"formula": "C5H15N3", "method": "ωB97M-V with the def2-TZVPD basis set", "species": ["H", "H", "C", "N", "H", "C", "H", "H", "C", "H", "H", "H", "C", "H", "H", "H", "H", "H", "N", "N", "H", "C", "H"], "xyz": [[-1.2827, 1.8978, -3.2878], [1.1701, 0.1270, -0.3078], [-0.8816, -0.0709, -0.6797], [2.7905, -0.5300, 2.0322], [3.3206, -0.2710, 1.2126], [-1.7026, 0.9637, 0.1249], [1.5489, -2.1319, 2.5591], [2.4306, 0.3241, 2.4441], [0.3877, -0.8159, 1.3209], [-2.4132, 1.2576, -2.2765], [-0.1739, -0.4727, -2.6236], [-0.4240, -1.5188, 1.5013], [1.7073, -1.4581, 1.7144], [0.2052, 0.0546, 1.9560], [-2.5808, 0.4926, 0.5622], [-1.4849, -0.9819, -0.7089], [-1.1601, 1.3669, 0.9772], [2.0353, -2.1178, 0.9144], [-1.6099, 1.0486, -2.8514], [0.3783, -0.4632, -0.0827], [0.3341, 1.0371, -1.9816], [-0.5517, 0.4108, -2.1119], [-2.0432, 1.8514, -0.4072]], "gap_ev": 9.56, "homo_ev": -8.62, "smiles": "C[C@@H](CN)NCCN", "multiplicity": 1, "total_charge": 0}

=====

*2*
{"formula": "C5H15N3", "method": "ωB97M-V with the def2-TZVPD basis set", "species": ["H", "H", "H", "H", "C", "H", "C", "H", "H", "H", "H", "C", "C", "H", "N", "N", "H", "H", "H", "N", "H", "C", "H"], "xyz": [[2.2134, 0.2609, 2.9459], [-2.8278, -1.3880, 0.4457], [-1.2818, -2.2127, -2.4439], [1.0874, 2.2616, 2.1788], [-1.4675, -0.8434, -0.8802], [-1.1380, 0.0337, -0.3168], [1.0614, 1.4108, 1.5263], [2.4314, -0.3752, 1.3603], [3.2146, 1.1256, 1.7782], [0.0158, 2.3329, -0.1597], [0.4883, -0.4398, -2.9712], [-0.7241, -1.5194, -1.8100], [2.2874, 0.5694, 1.9048], [-0.0164, -0.2549, 1.4213], [-0.2004, 0.6998, 1.7930], [-2.8152, -1.1968, -0.5592], [1.0262, 0.9409, -0.5542], [0.9887, -2.0089, -2.7242], [-3.4417, -0.3961, -0.7335], [0.5693, -1.1806, -2.2890], [1.7886, 2.5456, -0.2072], [0.9799, 1.8519, 0.0152], [-0.2467, 0.5017, 2.8299]], "gap_ev": 9.80, "homo_ev": -8.76, "smiles": "N/C=C/N.CC(C)N", "multiplicity": 1, "total_charge": 0}

=====

The most stable of them is *1*.

=====

*1*
{"formula": "C5H15N3", "method": "ωB97M-V with the def2-TZVPD basis set", "species": ["H", "H", "H", "H", "H", "N", "N", "C", "H", "H", "H", "H", "H", "H", "H", "C", "C", "H", "H", "N", "H", "C", "C"], "xyz": [[0.4393, 0.6015, 2.8974], [-1.1226, -0.7084, -3.0556], [0.7246, -1.9249, 0.3256], [2.4593, 0.1900, -0.3873], [0.3823, 0.1698, -2.7113], [0.3381, 0.0508, 0.8713], [-0.3825, -0.9737, -1.1266], [0.4367, -0.3058, 2.2869], [2.3907, -1.2484, -1.3576], [0.3298, 2.1528, 0.8961], [-2.1611, 2.4365, 0.4939], [-2.3250, 0.6685, 0.4434], [0.4108, -1.6082, -2.9640], [-0.4208, -0.9252, 2.5714], [-0.1851, 1.5342, -0.6587], [-0.2825, 1.3825, 0.4194], [0.6667, -0.9311, -0.1316], [-1.2998, -1.2687, -0.8118], [1.3623, -0.8637, 2.4607], [1.9428, -0.6233, -0.6932], [-1.8187, 1.4689, 1.9367], [-0.1546, -0.7684, -2.5518], [-1.7305, 1.4942, 0.8467]], "gap_ev": 8.47, "homo_ev": -7.43, "smiles": "CCN(C)[C@H](N)NC", "multiplicity": 1, "total_charge": 0}

=====

*2*
{"formula": "C5H15N3", "method": "ωB97M-V with the def2-TZVPD basis set", "species": ["H", "C", "N", "C", "C", "H", "H", "C", "H", "H", "H", "H", "H", "H", "H", "H", "C", "N", "H", "H", "H", "N", "H"], "xyz": [[-2.5654, 1.3552, 1.3185], [1.7325, 0.7384, -0.3851], [-1.1931, 0.2897, 0.1234], [-0.8119, -1.0998, 0.1703], [-0.7379, -1.7666, -1.1689], [-0.8938, 1.9361, 1.3833], [3.1479, 0.2971, 1.2143], [-1.5209, 1.0393, 1.3263], [-1.7408, -1.8906, -1.5742], [-2.7877, 0.8984, -0.9656], [-1.3077, 0.5131, 2.2535], [-0.1595, -1.1824, -1.8794], [1.6103, 0.5423, -1.4499], [1.7898, 1.8145, -0.1975], [-1.3525, 1.6360, -1.3277], [-0.2912, -2.7481, -1.0437], [2.9689, 0.0502, 0.1669], [-1.7877, 0.7483, -1.0797], [3.8704, 0.4072, -0.3359], [2.8920, -1.0311, 0.0429], [-0.7878, -1.2961, 2.1011], [-0.6655, -1.7884, 1.2223], [0.5915, 0.5372, 0.0847]], "gap_ev": 9.51, "homo_ev": -8.73, "smiles": "[H]/N=C(/C)N(C)N.CC", "multiplicity": 1, "total_charge": 0}

=====

The most stable of them is *1*.

=====

*1*
{"formula": "C5H15N3", "method": "ωB97M-V with the def2-TZVPD basis set", "species": ["N", "H", "C", "H", "H", "C", "H", "H", "H", "C", "C", "H", "H", "N", "H", "H", "N", "H", "C", "H", "H", "H", "H"], "xyz": [[1.6961, 1.7070, -1.6063], [2.4252, 0.4207, 2.0308], [1.3853, 0.7566, 1.9828], [2.9548, 1.1141, 0.0789], [-2.4035, -0.8381, -1.8185], [2.0699, 0.8377, -0.5050], [2.3424, -0.1620, -0.8718], [0.8748, 0.0750, 2.6707], [-2.7910, -3.0817, -0.2412], [-1.9932, -1.2947, -0.8927], [0.9141, 0.6952, 0.5351], [0.1932, -1.2632, 0.6541], [-1.3643, 0.8819, -0.5884], [0.0396, -0.4218, 0.1322], [0.7192, 1.7496, -1.8263], [-1.9548, 0.0165, 0.8040], [-2.9661, -2.0874, -0.1822], [1.2186, 1.7520, 2.3886], [-1.3806, -0.1049, -0.1343], [-3.3476, -1.7902, 0.7014], [0.3152, 1.5850, 0.3190], [-1.2122, -1.9668, -1.2383], [2.2648, 1.4195, -2.3925]], "gap_ev": 9.36, "homo_ev": -8.24, "smiles": "C[C@@H](CN)NCCN", "multiplicity": 1, "total_charge": 0}

=====

*2*
{"formula": "C5H15N3", "method": "ωB97M-V with the def2-TZVPD basis set", "species": ["C", "H", "H", "H", "H", "H", "H", "N", "H", "H", "N", "C", "H", "H", "C", "H", "H", "N", "H", "H", "H", "C", "C"], "xyz": [[-0.8479, 1.9256, -1.4335], [-1.8729, 0.9596, 0.9014], [0.4062, 1.3998, 0.2109], [-2.4394, -0.6293, 2.4690], [-0.2728, -1.4271, 0.6986], [-0.3860, 2.9017, -1.2795], [1.9206, -0.2923, 1.0542], [2.4777, -0.6271, 0.2748], [-1.9307, 1.9831, -1.2785], [2.3076, 1.0071, -0.9717], [-0.7209, -0.7342, 1.2857], [-0.2393, 0.8647, -0.4841], [-2.0786, -0.2940, -0.2945], [0.3699, -0.1922, -2.1751], [2.0009, -0.0479, -0.9569], [-1.1950, -1.7306, 3.0584], [-0.7085, 1.6715, -2.4946], [0.5610, -0.1481, -1.1750], [2.5184, -0.5127, -1.8006], [2.3599, -1.6350, 0.2934], [-2.2262, -2.2016, 1.6860], [-1.3270, 0.2004, 0.3363], [-1.6949, -1.3597, 2.1618]], "gap_ev": 9.76, "homo_ev": -8.66, "smiles": "CNC[C@H](C)NCN", "multiplicity": 1, "total_charge": 0}

=====

The most stable of them is *2*.

=====

*1*
{"formula": "C5H15N3", "method": "ωB97M-V with the def2-TZVPD basis set", "species": ["H", "C", "H", "H", "C", "N", "H", "H", "H", "H", "H", "H", "H", "H", "C", "H", "C", "H", "C", "H", "N", "N", "H"], "xyz": [[1.4696, 0.5204, -2.0783], [2.0619, 0.1056, -1.2571], [2.8385, -1.7376, 0.5544], [-0.8471, 2.5268, 0.5912], [-0.2454, 1.7671, 0.0888], [1.2606, -0.7400, -0.4184], [2.3066, -0.2626, 1.3826], [2.8813, -0.4745, -1.7187], [-0.9432, -2.0411, 1.0232], [0.7965, 1.9596, 0.3492], [1.3005, -1.7205, 1.4285], [-0.3683, 1.8845, -0.9942], [-1.0805, -0.2951, -1.3429], [-3.3905, -0.1868, 0.3753], [-0.9288, -0.5005, -0.2828], [-2.7147, 0.9366, 1.6361], [1.9516, -1.1207, 0.7856], [-2.9546, 1.5172, -0.0871], [-2.7833, 0.6838, 0.5857], [2.5500, 0.9447, -0.7239], [-0.5966, 0.4499, 0.5753], [-1.2909, -1.7520, 0.1201], [-1.2733, -2.4647, -0.5925]], "gap_ev": [6.47, 8.76], "homo_ev": [-6.08, -7.75], "multiplicity": 1, "total_charge": 0}

=====

*2*
{"formula": "C5H15N3", "method": "ωB97M-V with the def2-TZVPD basis set", "species": ["C", "H", "N", "H", "H", "C", "N", "H", "C", "H", "H", "H", "N", "H", "H", "C", "H", "H", "H", "H", "C", "H", "H"], "xyz": [[-1.2585, 1.1105, -0.3044], [-3.2119, 1.4996, 0.4842], [-0.7230, 0.3369, 0.9884], [-0.9962, -1.4517, 2.0751], [0.4057, 0.2781, -1.2003], [-2.3752, 2.0477, 0.0490], [1.3867, -0.4527, -0.5563], [-2.0504, 2.7820, 0.7885], [1.4794, -1.8581, -0.9322], [2.0093, -2.4561, -0.1813], [0.7458, -0.3038, 0.3384], [-2.5190, -0.6952, 1.5624], [-0.6844, 0.9613, -1.3825], [0.4750, -2.2638, -1.0493], [-2.7038, 2.5677, -0.8483], [2.6834, 0.1890, -0.3781], [2.5260, 1.2290, -0.0954], [-0.7711, 0.9586, 1.7920], [3.2470, 0.1608, -1.3131], [3.2841, -0.3019, 0.3966], [-1.4751, -0.8828, 1.2736], [2.0115, -1.9560, -1.8811], [-1.4855, -1.4993, 0.3741]], "gap_ev": 8.62, "homo_ev": -7.74, "multiplicity": 1, "total_charge": 0}

=====

*3*
{"formula": "C5H15N3", "method": "ωB97M-V with the def2-TZVPD basis set", "species": ["C", "C", "H", "H", "H", "H", "C", "H", "C", "H", "N", "H", "H", "C", "H", "H", "H", "H", "H", "N", "H", "N", "H"], "xyz": [[-0.3101, 1.2283, -1.0697], [0.7980, -0.6015, 2.5436], [-0.6669, 2.2564, -0.9386], [1.5941, 0.1049, 2.7925], [0.8290, 1.4460, -2.7817], [-0.9995, -0.5948, -2.0408], [0.1403, -0.7334, 0.6705], [0.6378, -1.9117, -0.9040], [0.0633, 0.7296, 0.6903], [-1.5699, 0.8774, -2.8083], [1.0486, -1.3398, -0.1762], [1.2177, -1.6025, 2.6814], [1.6665, -0.6639, -0.6406], [-1.3409, 0.4244, -1.8301], [-0.7515, 1.1468, 1.2708], [1.0166, 1.2365, 0.7976], [-0.0461, -0.4760, 3.2297], [-0.9292, -2.4411, 0.6937], [-1.6005, -1.1911, 1.5682], [-1.0554, -1.4384, 0.7526], [1.5742, 1.9562, -1.4312], [0.9648, 1.2271, -1.7932], [-2.2808, 0.3606, -1.2765]], "gap_ev": 8.07, "homo_ev": -7.05, "multiplicity": 1, "total_charge": 0}

=====

The most stable of them is *2*.